C45H44BrGeN6O5PtS2 | ωB97M-V/def2-TZVPD

Structure (XYZ):
```
105
Properties=species:S:1:pos:R:3:mulliken_spin:R:1
Pt -0.46 0.08 0.24 -0.01
Br 5.70 -7.08 4.83 0.02
Ge -0.41 2.45 0.11 0.01
S -2.46 0.21 -0.83 0.00
S 2.27 -2.83 -2.99 0.00
O 3.08 -3.94 -3.41 0.00
O 0.70 -2.47 2.25 0.00
O -0.10 -2.13 0.18 0.00
O 1.33 -2.20 -3.88 0.00
O 1.63 0.04 0.89 -0.01
N -2.92 -0.49 -3.33 0.00
N -1.83 -2.08 -2.09 0.00
N -0.11 0.63 2.95 0.00
N 3.35 -0.81 5.86 0.11
N 4.54 -1.31 6.12 0.57
N 1.38 -3.33 -1.71 0.00
C -3.36 6.72 1.77 0.00
C -1.33 6.98 0.51 0.00
C 1.14 0.26 3.22 0.00
C -2.10 4.74 1.05 0.00
C 1.06 -4.14 0.58 0.00
C 4.66 -1.90 -2.02 0.00
C 2.03 0.02 2.05 0.00
C 3.55 3.60 1.12 0.00
C 3.00 -0.39 4.70 -0.02
C 3.48 3.89 2.48 0.00
C -1.16 5.63 0.45 0.00
C 6.01 1.49 -0.99 0.00
C 2.06 -3.95 -0.57 0.00
C -3.21 5.31 1.72 0.00
C 3.44 -0.24 2.31 -0.01
C -3.55 0.80 -3.57 0.00
C -1.67 -2.99 -3.21 0.00
C -4.16 4.46 2.34 0.00
C -2.37 -0.87 -2.18 0.00
C 3.76 0.72 -1.83 0.00
C -2.89 2.54 1.62 0.00
C 1.18 3.11 1.07 0.00
C 4.72 -2.63 5.83 -0.05
C 3.36 -1.58 -2.39 0.00
C 5.50 -0.91 -1.56 0.00
C 5.30 -5.28 5.25 0.18
C 2.41 3.22 0.43 0.00
C -1.95 3.32 1.00 0.00
C 0.74 0.30 5.57 0.02
C 1.12 3.43 2.43 0.00
C 6.29 -4.48 5.80 -0.09
C -0.94 0.82 3.96 0.00
C 3.90 -0.44 3.55 0.03
C 6.00 -3.16 6.10 0.17
C 2.90 -0.27 -2.29 0.00
C 5.07 0.41 -1.46 0.00
C 0.51 -2.82 1.09 0.00
C 1.62 0.09 4.51 -0.01
C -0.55 0.67 5.29 0.00
C -0.27 3.07 -1.76 0.00
C -4.00 3.10 2.29 0.00
C 4.02 -4.79 5.00 -0.10
C -2.44 7.54 1.18 0.00
C 2.25 3.81 3.13 0.00
C 3.73 -3.47 5.29 0.18
H 2.18 4.05 4.19 0.00
H 3.27 -5.44 4.58 0.00
H -4.22 7.13 2.28 0.00
H 2.49 2.99 -0.63 0.00
H 4.37 4.19 3.02 0.00
H -4.50 0.89 -3.05 0.00
H -2.79 1.46 1.60 0.00
H 5.00 -2.92 -2.12 0.00
H 1.09 0.16 6.59 0.00
H -0.88 -2.67 -3.89 0.00
H -2.89 1.60 -3.22 0.00
H -1.27 0.85 6.08 0.00
H 0.47 3.87 -1.88 0.00
H 2.45 -4.92 -0.88 0.00
H 5.48 2.43 -0.81 0.00
H 2.73 -3.10 5.10 0.02
H -2.89 -1.14 -4.11 0.00
H 0.17 3.37 2.95 0.00
H 1.89 -0.03 -2.57 0.00
H -5.01 4.90 2.85 0.00
H -0.30 5.22 -0.05 0.00
H 0.00 2.24 -2.40 0.00
H 1.57 -4.64 1.40 0.00
H 4.50 3.68 0.61 0.00
H 7.27 -4.88 5.99 0.00
H -4.73 2.45 2.76 0.00
H 2.90 -3.35 -0.22 0.00
H 4.08 -0.30 1.44 0.00
H -2.56 8.61 1.22 0.00
H 6.75 -2.51 6.53 0.00
H 0.24 -4.78 0.25 0.00
H 6.50 1.20 -0.06 0.00
H -1.28 -2.25 -1.25 0.00
H -2.61 -3.09 -3.76 0.00
H 3.41 1.74 -1.75 0.00
H 4.94 -0.66 3.74 -0.01
H 6.79 1.68 -1.72 0.00
H -1.24 3.46 -2.08 0.00
H 6.52 -1.16 -1.28 0.00
H -1.95 1.12 3.70 0.00
H -3.71 0.91 -4.64 0.00
H -1.41 -3.97 -2.82 0.00
H -0.60 7.63 0.05 0.00
H 0.76 -2.59 -1.39 0.00
```

Computed properties:
Charge   0
Multiplicity   2
HOMO-LUMO gap (alpha / beta)   6.364 / 6.340 eV
Maximum force   0.009 hartree/bohr
Energy above the lowest of the compared OMol25 structures with the same formula, charge and spin   0.0 kJ/mol

=====

C45H44F7N2O4P | ωB97M-V/def2-TZVPD

Structure (XYZ):
```
103
Properties=species:S:1:pos:R:3:lowdin_charge:R:1
P 6.02 -0.62 4.17 0.76
F -5.33 6.73 3.72 0.06
F -2.24 3.63 -4.94 0.06
F 7.25 -2.22 1.00 0.02
F 7.39 -7.32 -2.56 0.05
F -1.12 0.62 -4.50 0.05
F -2.04 -0.84 2.23 0.04
F -5.32 2.67 5.68 0.05
O 5.93 -1.66 5.59 -0.24
O 2.91 -1.44 5.26 -0.02
O 7.69 -0.11 4.01 -0.25
O 3.73 0.81 5.14 -0.14
N 5.52 -1.39 2.80 -0.21
N 0.75 -1.31 3.61 -0.04
C 1.99 2.83 -6.03 -0.10
C -4.16 4.48 -6.00 -0.02
C 0.47 0.95 -6.20 -0.01
C 6.80 -4.66 -1.65 -0.09
C -1.94 -0.73 -0.12 -0.01
C 5.62 -5.27 -1.23 -0.10
C 0.34 2.46 -4.31 -0.03
C 1.40 3.20 -4.82 -0.08
C -6.57 0.32 2.54 -0.09
C -7.04 2.01 4.20 -0.02
C 1.66 -0.06 3.50 -0.15
C -4.13 2.23 -5.11 -0.01
C -1.86 1.44 -1.19 -0.09
C 1.52 1.71 -6.72 -0.08
C -4.84 1.02 4.06 -0.01
C 5.75 -10.37 -4.78 -0.10
C -7.46 1.22 3.13 -0.08
C -6.23 5.86 5.72 -0.01
C -1.89 2.06 0.06 -0.07
C -1.88 0.04 -1.28 -0.07
C 2.82 -0.23 4.65 -0.24
C -1.98 -0.10 1.12 -0.31
C -6.10 6.90 4.80 -0.29
C 6.94 -9.76 -5.20 -0.08
C 4.99 -4.85 -0.05 -0.07
C 7.49 -8.72 -4.45 -0.02
C 7.35 -3.62 -0.90 -0.01
C -5.47 4.30 -6.43 -0.08
C -7.03 6.05 6.85 -0.08
C -3.50 3.45 -5.35 -0.28
C 6.72 -3.21 0.27 -0.28
C -0.11 1.34 -5.00 -0.29
C 5.12 -9.95 -3.61 -0.08
C -5.26 0.22 3.00 -0.08
C -6.12 3.08 -6.19 -0.10
C -5.45 2.05 -5.53 -0.08
C 6.86 -8.31 -3.29 -0.28
C 5.55 -3.82 0.70 -0.02
C -6.76 8.11 4.99 -0.02
C 4.93 0.95 4.30 -0.24
C 5.68 -8.92 -2.86 -0.02
C -7.70 7.26 7.04 -0.10
C -7.56 8.29 6.11 -0.09
C -1.96 1.29 1.22 -0.02
C -5.73 1.90 4.65 -0.29
H -1.81 2.04 -2.10 0.08
H 1.98 1.42 -7.67 0.10
H 4.73 1.37 3.22 0.13
H -3.59 1.44 -4.60 0.10
H -4.57 -0.48 2.54 0.09
H -7.13 5.25 7.58 0.11
H 6.36 -1.42 2.14 -0.04
H -8.48 1.30 2.77 0.11
H 8.27 -3.13 -1.21 0.11
H 8.40 -8.23 -4.77 0.12
H 5.89 -2.62 5.23 0.10
H -5.71 4.93 5.55 0.10
H 5.18 -6.08 -1.81 0.09
H -6.64 8.90 4.26 0.11
H 4.20 -10.42 -3.29 0.11
H -3.82 0.96 4.43 0.11
H -6.91 -0.30 1.71 0.10
H 0.96 0.86 3.80 0.13
H 1.76 4.07 -4.29 0.11
H 5.61 1.77 4.84 0.13
H -0.14 2.74 -3.37 0.10
H -1.85 -0.44 -2.26 0.10
H -8.09 9.23 6.26 0.10
H 7.29 -5.00 -2.56 0.10
H -2.00 1.76 2.19 0.11
H 2.05 0.00 2.40 0.14
H 0.10 0.08 -6.72 0.12
H 7.43 -10.09 -6.12 0.10
H 2.81 3.42 -6.44 0.10
H 7.89 -0.11 3.03 0.08
H 5.32 -11.18 -5.37 0.10
H -3.65 5.43 -6.17 0.12
H -1.95 -1.81 -0.17 0.12
H -5.95 1.10 -5.34 0.11
H -1.87 3.15 0.13 0.11
H -7.14 2.93 -6.53 0.10
H 0.08 -1.34 2.81 0.05
H -6.00 5.10 -6.95 0.10
H 4.06 -5.32 0.27 0.11
H -8.32 7.40 7.92 0.10
H -7.72 2.70 4.68 0.11
H 5.21 -8.58 -1.94 0.11
H 0.28 -1.29 4.54 0.08
H 5.07 -3.48 1.62 0.09
```

Computed properties:
Charge   0
Multiplicity   1
HOMO-LUMO gap   9.017 eV
Maximum force   0.180 hartree/bohr
SMILES   N=P(O)(O)COC(=O)CN.Fc1ccccc1.Fc1ccccc1.Fc1ccccc1.Fc1ccccc1.Fc1ccccc1.Fc1ccccc1.Fc1ccccc1